No. 1
Formula: C2H6N2O2S
Source: OMol25
Level of theory: ωB97M-V/def2-TZVPD

The geometry in XYZ format:
```
13
Properties=species:S:1:pos:R:3:forces:R:3:nbo_charge:R:1
H 1.290 0.776 -0.978 1.6 -0.4 1.0 0.128
N 1.295 0.269 0.885 -0.5 -1.0 3.0 -0.532
H 3.529 1.390 -1.209 -0.8 0.2 -0.6 0.352
H 1.678 0.361 1.816 0.5 0.0 0.5 0.341
N 3.289 1.049 -0.296 0.5 -1.0 2.8 -0.473
S -1.598 0.443 0.120 0.2 -1.2 -0.9 1.863
H -2.902 -1.691 -0.140 0.2 0.5 -0.1 0.253
H -1.426 -2.030 0.885 -0.9 1.7 -0.7 0.253
O -2.562 1.022 0.989 -1.1 0.4 1.8 -0.872
O -1.636 0.924 -1.240 0.6 -0.1 -0.8 -0.876
H -1.126 -1.783 -0.807 -1.8 1.1 1.1 0.251
C 2.030 0.665 -0.049 -1.3 2.1 -6.8 0.184
C -1.861 -1.395 0.025 2.8 -2.3 -0.3 -0.873
```
Forces are in eV/Å.

Lowest unoccupied orbital energy (alpha / beta) = -1.60 / -2.50 eV
E = -737.80643 Ha

***

No. 2
Formula: C2H6N2O2S
Source: OMol25
Level of theory: ωB97M-V/def2-TZVPD

The geometry in XYZ format:
```
13
Properties=species:S:1:pos:R:3:forces:R:3:nbo_charge:R:1
N 0.775 -0.860 -0.406 -0.4 -0.4 0.7 -0.599
H -1.504 -0.127 2.028 -0.8 -0.8 0.1 0.475
H 0.978 0.646 -2.291 -0.1 0.0 0.4 0.194
N -0.895 0.696 0.442 -0.5 0.6 -0.6 -0.361
O -0.389 2.119 -1.819 -1.5 1.3 -0.5 -0.737
H -1.160 1.657 0.177 0.2 -0.7 0.6 0.390
C 0.580 1.202 -1.424 -0.2 -0.8 -1.6 -0.099
H -1.071 1.823 -2.462 1.1 -0.3 0.7 0.486
H 1.116 -3.020 0.448 0.3 0.0 -0.5 0.110
O -0.845 0.522 1.841 1.1 0.9 -0.7 -0.537
C 0.112 0.232 -0.388 0.9 -0.4 0.4 0.341
H 1.401 1.769 -1.030 0.4 0.4 0.4 0.200
S 0.425 -1.958 0.848 -0.4 0.1 0.7 0.136
```
Forces are in eV/Å.

Lowest unoccupied orbital energy = 0.66 eV
E = -737.88866 Ha

***

Q: What is the E in the first record?
A: -737.80643 Ha

***

Q: Look up the E of the first one.
A: -737.80643 Ha